(1)
C2H4BrClO2S | ωB97M-V with the def2-TZVPD basis set

Geometry as XYZ:
```
11
Properties=species:S:1:pos:R:3:forces:R:3
C -1.524 0.430 1.085 0.170 0.265 -0.683
C 0.076 -0.276 -1.709 0.080 -0.684 0.478
O 2.284 -1.463 -1.324 -0.088 0.132 -0.239
O 0.802 -1.492 0.629 -0.299 0.292 -0.127
S 1.330 -0.795 -0.491 0.724 -0.800 0.605
Cl 2.235 0.899 0.257 -0.120 -0.097 0.027
Br 0.868 0.973 -2.697 -0.051 0.933 -0.819
H -2.290 -0.313 1.259 -0.112 -0.148 0.060
H -1.090 0.250 0.085 -0.328 0.070 0.415
H -0.739 0.359 1.821 0.138 -0.056 0.200
H -1.953 1.427 1.085 -0.114 0.092 0.082
```
Forces are in eV/Å.

The value obtained for the gap between HOMO and LUMO is 7.76 eV. The value obtained for the energy above the lowest of the compared OMol25 structures with the same formula, charge and spin is 297.7 kJ/mol. The calculation puts the total energy at -3661.31448 a.u. As for the total charge: 0. The calculation puts the HOMO energy at -10.39 eV. As for the LUMO energy: -0.0965 Eh.

(2)
C2H4BrN | ωB97M-V with the def2-TZVPD basis set

Geometry as XYZ:
```
8
Properties=species:S:1:pos:R:3:forces:R:3
C -0.507 0.206 -0.013 4.271 7.748 -0.089
C 0.739 -0.724 -0.017 -1.029 0.124 -0.553
N -0.148 1.617 0.011 -1.254 -7.148 0.542
Br -2.270 -0.295 -0.095 -0.591 -0.685 0.189
H 0.675 -1.575 -0.663 -0.761 -0.446 -0.868
H 0.812 -1.262 0.939 0.436 0.878 0.174
H 1.629 -0.195 -0.427 -0.685 0.027 1.168
H -0.929 2.228 0.265 -0.385 -0.499 -0.565
```
Forces are in eV/Å.

The value obtained for the gap between HOMO and LUMO (spin up / spin down) is 10.17 / 10.17 eV. Its SMILES is [H]/N=C(/C)Br. The value obtained for the energy above the lowest of the compared OMol25 structures with the same formula, charge and spin is 122.9 kJ/mol. The calculation puts the total energy at -2707.31225 a.u. As for the total charge: 0. The calculation puts the HOMO energy (spin up / spin down) at -9.73 / -9.73 eV. As for the LUMO energy (spin up / spin down): 0.0163 / 0.0163 Eh.

(3)
C2H4BrN | ωB97M-V with the def2-TZVPD basis set

Geometry as XYZ:
```
8
Properties=species:S:1:pos:R:3:forces:R:3
C 0.583 0.328 0.557 1.058 0.940 -0.595
C -0.236 -0.812 0.109 -3.797 0.899 0.418
N 0.199 0.110 -0.856 0.685 2.455 -2.093
Br -1.269 1.318 -1.457 1.012 -0.695 0.427
H 0.304 1.275 1.046 -0.623 -0.977 -0.097
H 1.670 0.216 0.590 -0.289 -0.345 0.319
H 0.113 -1.784 -0.081 0.494 -1.209 0.336
H -1.364 -0.650 0.093 1.459 -1.068 1.284
```
Forces are in eV/Å.

The value obtained for the gap between HOMO and LUMO is 9.62 eV. Its SMILES is BrN1CC1. The value obtained for the energy above the lowest of the compared OMol25 structures with the same formula, charge and spin is 221.7 kJ/mol. The calculation puts the total energy at -2707.27462 a.u. As for the total charge: 0. The calculation puts the HOMO energy at -9.70 eV. As for the LUMO energy: -0.0030 Eh.

(4)
C2H4BrN | ωB97M-V with the def2-TZVPD basis set

Geometry as XYZ:
```
8
Properties=species:S:1:pos:R:3:forces:R:3
C -1.678 -0.468 0.656 0.456 0.896 -0.681
C 0.760 0.884 -0.123 -0.557 -0.406 -0.826
N -1.634 -1.153 1.645 0.503 -0.280 -0.011
Br -3.187 0.152 -0.386 -0.008 -0.044 -0.118
H 0.219 1.453 0.615 -0.085 0.742 -0.425
H 0.784 1.139 -1.257 -0.006 -0.704 2.509
H 1.161 0.003 0.390 0.280 0.170 -1.030
H -2.484 -1.608 1.920 -0.583 -0.374 0.582
```
Forces are in eV/Å.

The value obtained for the gap between HOMO and LUMO (spin up / spin down) is 7.74 / 9.02 eV. The value obtained for the energy above the lowest of the compared OMol25 structures with the same formula, charge and spin is 400.7 kJ/mol. The calculation puts the total energy at -2707.20645 a.u. As for the total charge: 0. The calculation puts the HOMO energy (spin up / spin down) at -8.82 / -8.88 eV. As for the LUMO energy (spin up / spin down): -0.0399 / 0.0052 Eh.

(5)
C2H4BrN | ωB97M-V with the def2-TZVPD basis set

Geometry as XYZ:
```
8
Properties=species:S:1:pos:R:3:forces:R:3
C 0.557 0.528 -0.568 -2.436 -0.145 -1.994
C 1.838 0.498 -0.425 1.012 -0.646 3.082
N -2.102 -0.388 0.275 1.323 2.777 -0.597
Br -0.550 0.303 1.115 -0.641 -0.276 0.877
H 2.355 0.331 0.547 0.079 0.285 -1.113
H 2.294 0.414 -1.364 1.175 0.229 -1.084
H -2.556 -0.850 1.002 -0.814 -1.575 0.893
H -1.836 -0.836 -0.582 0.301 -0.649 -0.064
```
Forces are in eV/Å.

The value obtained for the gap between HOMO and LUMO is 8.22 eV. The value obtained for the energy above the lowest of the compared OMol25 structures with the same formula, charge and spin is 504.1 kJ/mol. The calculation puts the total energy at -2707.16706 a.u. As for the total charge: 0. The calculation puts the HOMO energy at -8.35 eV. As for the LUMO energy: -0.0048 Eh.

(6)
C2H4BrN3S | ωB97M-V with the def2-TZVPD basis set

Geometry as XYZ:
```
11
Properties=species:S:1:pos:R:3:forces:R:3
C 1.142 0.254 0.023 2.387 0.503 1.330
C 2.138 -0.667 -0.136 -0.278 0.789 -1.986
N -0.139 -0.153 0.060 -3.339 -1.081 -0.602
N -1.271 0.461 -0.005 0.737 -0.041 0.481
N -2.351 -0.374 0.119 -0.621 4.132 -0.676
S -1.814 2.018 -0.142 1.098 1.242 -0.165
Br 3.974 -0.088 -0.050 -0.835 -0.272 0.121
H 1.540 1.193 0.429 -0.898 0.242 -0.254
H 2.031 -1.547 -0.795 -0.081 0.142 1.108
H -3.248 0.139 0.286 1.461 -1.254 -0.151
H -2.002 -1.236 0.211 0.371 -4.401 0.792
```
Forces are in eV/Å.

The value obtained for the gap between HOMO and LUMO (spin up / spin down) is 7.41 / 7.41 eV. Its SMILES is N/[N+]([S-])=N/C=C/Br. The value obtained for the energy above the lowest of the compared OMol25 structures with the same formula, charge and spin is 137.1 kJ/mol. The calculation puts the total energy at -3214.92242 a.u. As for the total charge: 0. The calculation puts the HOMO energy (spin up / spin down) at -8.47 / -8.47 eV. As for the LUMO energy (spin up / spin down): -0.0390 / -0.0390 Eh.

(7)
C2H4BrNO2 | ωB97M-V with the def2-TZVPD basis set

Geometry as XYZ:
```
10
Properties=species:S:1:pos:R:3:forces:R:3
C 0.866 -1.150 0.933 0.292 -0.913 2.445
C -0.184 -0.411 0.562 -1.421 -0.636 3.302
N -0.561 -0.692 -0.746 2.043 -0.560 -3.172
O 0.378 -0.838 -1.549 -1.398 0.360 -0.015
O -1.718 -0.894 -0.980 -1.138 0.177 -0.283
Br 0.076 2.991 -0.452 -0.382 1.437 -0.688
H -0.301 4.292 -1.082 0.396 -1.459 0.698
H 1.361 -1.771 0.206 0.147 0.424 -0.396
H 1.220 -1.460 1.979 -0.918 1.370 -1.377
H -1.138 -0.067 1.129 2.378 -0.200 -0.515
```
Forces are in eV/Å.

The value obtained for the gap between HOMO and LUMO is 10.25 eV. Its SMILES is C=C[N+](=O)[O-].Br. The value obtained for the energy above the lowest of the compared OMol25 structures with the same formula, charge and spin is 429.6 kJ/mol. The calculation puts the total energy at -2857.69623 a.u. As for the total charge: 0. The calculation puts the HOMO energy at -10.76 eV. As for the LUMO energy: -0.0186 Eh.

(8)
C2H4BrO2P | ωB97M-V with the def2-TZVPD basis set

Geometry as XYZ:
```
10
Properties=species:S:1:pos:R:3:forces:R:3
C -0.732 -0.008 -0.962 -0.208 0.258 0.579
C 0.028 1.250 -0.688 4.676 -3.041 -1.463
O -0.334 -1.117 -0.147 0.345 -0.051 -0.056
O -1.730 0.059 -1.651 1.529 -1.720 1.163
P 1.084 -1.613 1.078 -1.240 1.981 -3.517
Br 0.507 -0.484 2.793 -0.261 0.604 0.981
H 1.167 1.060 -0.539 -1.938 0.085 0.341
H -0.416 1.605 0.130 -1.349 1.722 3.601
H 0.046 1.971 -1.427 -0.739 1.195 -1.821
H 0.378 -2.722 1.413 -0.816 -1.034 0.192
```
Forces are in eV/Å.

The value obtained for the gap between HOMO and LUMO is 9.92 eV. Its SMILES is CC(=O)OPBr. The value obtained for the energy above the lowest of the compared OMol25 structures with the same formula, charge and spin is 144.1 kJ/mol. The calculation puts the total energy at -3144.43042 a.u. As for the total charge: 0. The calculation puts the HOMO energy at -10.24 eV. As for the LUMO energy: -0.0115 Eh.

(9)
C2H4BrP | ωB97M-V with the def2-TZVPD basis set

Geometry as XYZ:
```
8
Properties=species:S:1:pos:R:3:forces:R:3
C 0.338 0.283 0.558 -0.893 0.613 0.281
C 0.836 -0.453 -0.581 -0.858 0.494 -0.338
P -1.313 1.219 -0.124 1.745 -0.835 0.013
Br -2.722 -0.451 0.040 -0.252 -0.249 0.055
H 0.028 -0.330 1.401 0.021 0.063 0.023
H 0.988 1.096 0.872 0.039 0.028 0.089
H 1.444 0.035 -1.320 0.231 0.087 -0.119
H 0.401 -1.400 -0.847 -0.034 -0.201 -0.005
```
Forces are in eV/Å.

The value obtained for the gap between HOMO and LUMO (spin up / spin down) is 7.87 / 6.78 eV. The value obtained for the energy above the lowest of the compared OMol25 structures with the same formula, charge and spin is 164.9 kJ/mol. The calculation puts the total energy at -2993.89169 a.u. As for the total charge: 0. The calculation puts the HOMO energy (spin up / spin down) at -8.16 / -7.84 eV. As for the LUMO energy (spin up / spin down): -0.0105 / -0.0389 Eh.

(10)
C2H4Cl2 | ωB97M-V with the def2-TZVPD basis set

Geometry as XYZ:
```
8
Properties=species:S:1:pos:R:3:forces:R:3
Cl 15.873 10.441 9.327 0.040 -0.033 0.376
C 14.417 11.257 8.690 0.679 -0.586 -1.563
C 14.164 10.681 7.263 -0.985 1.175 -0.180
Cl 13.367 9.101 7.187 0.245 -0.299 0.302
H 14.692 12.305 8.567 -0.161 -0.028 0.115
H 13.612 11.145 9.415 -0.022 -0.134 -0.398
H 15.002 10.707 6.566 0.597 -0.441 0.801
H 13.486 11.315 6.692 -0.394 0.346 0.547
```
Forces are in eV/Å.

The value obtained for the gap between HOMO and LUMO is 11.64 eV. Its SMILES is ClCCCl. The value obtained for the energy above the lowest of the compared OMol25 structures with the same formula, charge and spin is 29.1 kJ/mol. The calculation puts the total energy at -998.98099 a.u. As for the total charge: 0. The calculation puts the HOMO energy at -10.71 eV. As for the LUMO energy: 0.0343 Eh.